# 1
Density functional theory data (wB97M-V/def2-TZVPD) for 2 unconnected molecules or ions with the total composition C3H3NO2.

- Structure (SMILES): O=C=O.CC#N
- HOMO energy: -11.99 eV
- Orbital gap: 0.463 Ha
- M: 85.06 g mol⁻¹
- LUMO level: 0.60 eV

Each line ends with the Löwdin charge.
Positions of all 9 atoms, in Å:
C 0.475 -0.678 0.628  -0.293
C 0.842 1.099 -1.828  -0.475
C -0.878 -0.488 1.067  -0.067
N 1.548 -0.829 0.264  0.162
O 1.973 1.210 -1.924  0.219
O -0.297 1.009 -1.738  0.195
H -1.239 0.489 0.746  0.081
H -0.922 -0.544 2.155  0.088
H -1.502 -1.268 0.631  0.092

Forces on atoms 1 to 6 (eV/Å):
C 0.29 -0.03 -0.05
C 0.21 0.06 -0.02
C -0.66 0.08 0.30
N 0.48 -0.12 -0.10
O 1.68 0.22 -0.26
O -1.82 -0.16 0.13

---

# 2
Density functional theory data (wB97M-V/def2-TZVPD) for a single C3H3NO2S molecule.

- Structure (SMILES): SN=c1occo1
- HOMO energy: -8.37 eV
- Orbital gap: 0.335 Ha
- M: 117.13 g mol⁻¹
- LUMO level: 0.75 eV

Each line ends with the Löwdin charge.
Positions of all 10 atoms, in Å:
C -0.137 0.378 0.207  -0.596
C -1.669 -0.153 -1.349  -0.005
C -1.893 1.097 -0.888  -0.036
H 1.269 -1.764 -0.065  -0.148
H -2.076 -0.763 -2.154  0.131
H -2.674 1.763 -0.999  0.104
N 0.838 0.344 0.971  -0.245
O -0.458 -0.573 -0.726  -0.010
O -0.953 1.430 0.086  0.088
S 1.944 -1.027 0.857  0.718

Forces on atoms 1 to 6 (eV/Å):
C 0.43 -0.73 -1.17
C 1.27 1.64 0.67
C 1.18 -2.56 0.36
H 0.33 0.15 0.33
H 0.14 0.25 0.56
H -1.28 1.20 -0.41

---

# 3
Density functional theory data (wB97M-V/def2-TZVPD) for a single C3H3NO2S molecule.

- Structure (SMILES): Oc1ncsc1O
- HOMO energy: -7.97 eV
- Orbital gap: 0.317 Ha
- M: 117.13 g mol⁻¹
- LUMO level: 0.66 eV

Each line ends with the Löwdin charge.
Positions of all 10 atoms, in Å:
C -1.253 0.623 -1.088  -0.504
C 0.402 0.404 0.304  -0.397
C 0.041 -1.097 0.016  -0.496
N -0.347 1.216 -0.370  0.007
O 1.480 0.874 1.027  0.054
O 0.724 -2.143 0.627  0.004
S -1.237 -1.090 -1.111  1.068
H -1.901 1.180 -1.804  0.085
H 1.102 1.777 0.977  0.111
H 0.990 -1.745 1.422  0.067

Forces on atoms 1 to 6 (eV/Å):
C -1.18 0.42 -1.73
C 0.19 -6.96 -0.90
C 2.30 4.47 1.66
N -0.79 1.34 -0.29
O -2.11 0.19 -0.62
O -1.77 0.10 -2.58

---

# 4
Density functional theory data (wB97M-V/def2-TZVPD) for a single C3H3NO2S molecule.

- Structure (SMILES): NC(=O)C(=S)C=O
- HOMO energy: -9.79 eV
- Orbital gap: 0.271 Ha
- M: 117.13 g mol⁻¹
- LUMO level: -2.41 eV

Each line ends with the Löwdin charge.
Positions of all 10 atoms, in Å:
C -0.524 -0.601 0.626  -0.647
C 0.219 0.221 -0.253  -0.642
C 0.284 1.579 0.004  -0.282
H -1.536 -2.462 0.763  0.115
H -0.691 -2.134 -0.745  0.115
H 1.104 2.155 -0.526  0.132
N -1.123 -1.734 0.184  0.139
O -0.633 -0.303 1.776  0.119
O -0.632 2.051 0.705  0.090
S 1.202 -0.413 -1.431  0.861

Forces on atoms 1 to 6 (eV/Å):
C -2.57 -2.91 1.88
C 3.32 -3.16 -3.90
C -2.22 4.67 1.88
H 0.38 0.87 0.31
H -1.39 1.10 2.46
H -0.80 -0.21 0.75

---

# 5
Density functional theory data (wB97M-V/def2-TZVPD) for a molecular structure, C3H3NO3.

- HOMO energy (spin up / spin down): -8.10 / -8.10 eV
- Orbital gap (spin up / spin down): 0.291 / 0.291 Ha
- M: 101.06 g mol⁻¹
- LUMO level (spin up / spin down): -0.18 / -0.18 eV

Each line ends with the Löwdin charge.
Positions of all 10 atoms, in Å:
C -1.289 0.568 -0.444  0.170
C -0.168 -1.382 -0.127  -0.095
C 0.547 0.673 0.361  -0.197
N -1.338 -0.765 -0.422  -0.370
O -2.353 -1.433 -0.742  -0.074
O 0.849 -0.591 0.250  0.076
O 1.421 1.634 0.352  0.134
H -2.081 1.222 -0.154  0.072
H -0.073 -2.443 -0.033  0.141
H 2.332 1.312 0.244  0.143

Forces on atoms 1 to 6 (eV/Å):
C 5.20 1.39 1.72
C -0.99 -0.29 -0.27
C -5.95 -0.48 -2.09
N 1.85 -0.69 0.45
O -1.10 -0.48 -0.18
O 0.95 0.90 0.08

---

# 6
Density functional theory data (wB97M-V/def2-TZVPD) for a single C3H3NO3 molecule.

- Structure (SMILES): O=c1occn1O
- HOMO energy: -9.41 eV
- Orbital gap: 0.363 Ha
- M: 101.06 g mol⁻¹
- LUMO level: 0.47 eV

Each line ends with the Löwdin charge.
Positions of all 10 atoms, in Å:
C 1.504 -0.254 0.099  -0.083
C 1.472 0.909 -0.551  -0.064
C -0.721 0.227 -0.227  -0.472
H -1.361 -1.054 1.638  0.162
H 2.535 -0.476 0.764  0.199
H 2.115 1.826 -0.806  0.154
N 0.208 -0.766 0.051  -0.010
O -0.474 -1.383 1.218  -0.052
O 0.083 1.294 -0.787  0.018
O -1.894 0.061 -0.166  0.148

Forces on atoms 1 to 6 (eV/Å):
C 4.06 1.10 2.18
C -1.97 2.72 -0.20
C 2.30 1.07 -3.15
H 2.25 0.63 -2.42
H -3.49 -0.41 -2.12
H -0.64 -2.26 0.52

---

# 7
Density functional theory data (wB97M-V/def2-TZVPD) for a single C3H3NO3 molecule.

- Structure (SMILES): Nc1coc(=O)o1
- HOMO energy: -8.37 eV
- Orbital gap: 0.321 Ha
- M: 101.06 g mol⁻¹
- LUMO level: 0.36 eV

Each line ends with the Löwdin charge.
Positions of all 10 atoms, in Å:
C 0.051 -0.876 -0.670  -0.363
C 0.986 -0.859 0.301  -0.053
C -0.233 1.055 0.595  -0.543
H -1.336 -1.544 -1.945  0.142
H -0.291 -2.913 -1.313  0.206
H 1.637 -1.681 0.779  0.158
N -0.384 -1.776 -1.518  0.086
O 0.883 0.338 0.988  0.053
O -0.396 2.162 0.914  0.191
O -0.756 0.331 -0.433  0.123

Forces on atoms 1 to 6 (eV/Å):
C 0.48 2.59 4.43
C 0.42 -1.04 0.19
C 3.50 -2.64 -1.68
H 2.04 -0.57 0.85
H -0.27 4.44 -0.37
H -1.10 1.73 -1.26

---

# 8
Density functional theory data (wB97M-V/def2-TZVPD) for a single C3H3NO3 molecule.

- Structure (SMILES): O=C/C=C/[N+](=O)[O-]
- HOMO energy: -10.85 eV
- Orbital gap: 0.320 Ha
- M: 101.06 g mol⁻¹
- LUMO level: -2.15 eV

Each line ends with the Löwdin charge.
Positions of all 10 atoms, in Å:
C 0.281 -0.125 0.129  0.055
C 0.851 1.172 0.422  0.069
C -1.091 -0.218 -0.313  -0.242
N 2.094 1.180 1.050  -0.459
O -1.781 0.666 -0.834  0.055
O 2.807 0.228 0.863  0.087
O 2.381 2.116 1.727  0.112
H 0.691 -0.903 0.639  0.077
H 0.198 2.090 0.304  0.164
H -1.407 -1.182 -0.301  0.083

Forces on atoms 1 to 6 (eV/Å):
C 1.10 7.56 1.42
C -5.21 -3.73 -2.21
C -0.46 3.59 -2.27
N 0.90 -0.37 -0.17
O 1.35 -1.14 1.24
O 0.83 -1.18 -0.18

---

# 9
Density functional theory data (wB97M-V/def2-TZVPD) for a single C3H3NO3 molecule.

- Structure (SMILES): O=C1CON=CO1
- HOMO energy: -10.29 eV
- Orbital gap: 0.380 Ha
- M: 101.06 g mol⁻¹
- LUMO level: 0.05 eV

Each line ends with the Löwdin charge.
Positions of all 10 atoms, in Å:
C 0.953 0.230 -0.318  -0.314
C 0.352 -0.959 -0.012  -0.275
C -1.076 1.102 -0.058  -0.161
H 1.000 -1.786 -0.182  0.153
H 0.507 -1.050 1.168  0.211
H -1.486 1.902 0.484  0.119
N -1.773 -0.078 -0.033  0.147
O 2.203 0.196 -0.113  0.099
O -0.838 -1.021 -0.543  -0.098
O 0.158 1.466 -0.393  0.120

Forces on atoms 1 to 6 (eV/Å):
C 8.90 4.03 1.75
C 0.20 -2.18 4.25
C -3.97 -2.62 1.45
H 0.22 -0.78 -1.28
H -1.28 0.50 -1.51
H -1.38 1.01 0.20

---

# 10
Density functional theory data (wB97M-V/def2-TZVPD) for a single C3H3NO3 molecule.

- Structure (SMILES): [H]/N=C(/C=O)OC=O
- HOMO energy: -8.82 eV
- Orbital gap: 0.300 Ha
- M: 101.06 g mol⁻¹
- LUMO level: -0.65 eV

Each line ends with the Löwdin charge.
Positions of all 10 atoms, in Å:
N -1.097 0.935 -1.131  0.182
C -0.310 0.355 -0.282  -0.326
O 1.049 0.281 -0.449  0.077
C 1.795 -0.481 0.388  -0.288
O 1.366 -1.101 1.319  0.102
C -1.280 -0.222 0.650  -0.146
O -2.342 -0.193 0.027  0.039
H -0.905 0.725 -2.100  0.086
H 2.847 -0.425 0.073  0.152
H -1.215 -0.491 1.701  0.122

Forces on atoms 1 to 6 (eV/Å):
N 2.25 0.24 -1.10
C -0.65 1.51 -1.99
O -0.08 -0.49 -0.17
C -0.18 -0.41 0.57
O 0.23 0.28 -0.52
C -2.26 0.38 0.18

---

# 11
Density functional theory data (wB97M-V/def2-TZVPD) for a single C3H3NO3S molecule.

- Structure (SMILES): Oc1nc(O)c(S)o1
- HOMO energy: -8.69 eV
- Orbital gap: 0.335 Ha
- M: 133.13 g mol⁻¹
- LUMO level: 0.42 eV

Each line ends with the Löwdin charge.
Positions of all 11 atoms, in Å:
C -0.505 -0.086 1.494  -0.444
C 1.017 -0.523 0.049  -0.431
C -0.127 -0.010 -0.592  -0.509
H -1.993 0.368 2.270  0.108
H 2.658 -1.605 0.083  0.239
H -0.307 1.841 -1.990  -0.152
N 0.748 -0.628 1.307  0.188
O -1.161 0.149 2.665  0.161
O 2.356 -0.598 -0.411  -0.020
O -1.030 0.246 0.423  0.092
S -0.576 0.571 -2.289  0.769

Forces on atoms 1 to 6 (eV/Å):
C 5.43 -2.81 3.19
C -0.01 2.27 -3.66
C 1.44 0.06 -2.68
H -1.68 0.55 0.57
H -0.94 4.59 -2.20
H 0.03 0.30 -0.21

---

# 12
Density functional theory data (wB97M-V/def2-TZVPD) for a single C3H3NO3S molecule.

- Structure (SMILES): CS(=O)(=O)C(=O)C#N
- HOMO energy (spin up / spin down): -11.50 / -11.50 eV
- Orbital gap (spin up / spin down): 0.315 / 0.315 Ha
- M: 133.13 g mol⁻¹
- LUMO level (spin up / spin down): -2.93 / -2.93 eV

Each line ends with the Löwdin charge.
Positions of all 11 atoms, in Å:
C 2.639 -2.818 0.415  -0.173
C 1.796 -1.749 0.711  -0.241
C -0.294 -0.130 -0.248  -0.112
N 3.355 -3.663 0.044  0.252
O 1.812 -0.878 1.895  -0.042
O 2.241 -0.174 -1.167  -0.287
O 0.768 -2.084 -1.753  -0.286
S 1.101 -1.045 -0.813  0.662
H -0.517 -0.647 0.722  0.094
H 0.135 0.856 -0.082  0.082
H -1.054 -0.147 -0.956  0.052

Forces on atoms 1 to 6 (eV/Å):
C 2.08 -2.40 -0.18
C -0.23 7.07 7.03
C 1.91 -0.47 2.23
N -1.32 1.44 0.72
O -0.27 -6.37 -7.74
O -1.97 -1.07 0.74

---

# 13
Density functional theory data (wB97M-V/def2-TZVPD) for a single C3H3NOS molecule.

- Structure (SMILES): N#C[C@H](S)C=O
- HOMO energy: -10.18 eV
- Orbital gap: 0.374 Ha
- M: 101.13 g mol⁻¹
- LUMO level: 0.00 eV

Each line ends with the Löwdin charge.
Positions of all 9 atoms, in Å:
C 0.103 -1.662 -0.209  -0.278
C 0.871 0.760 0.200  -0.324
C -0.218 -0.331 0.298  -0.571
N 0.359 -2.741 -0.506  0.178
O 1.900 0.723 -0.396  0.111
S -1.583 0.241 -0.835  0.763
H 0.434 1.573 0.780  0.112
H -0.554 -0.184 1.296  0.090
H -1.312 1.620 -0.627  -0.080

Forces on atoms 1 to 6 (eV/Å):
C 0.32 -0.12 1.13
C -0.53 -1.20 -0.49
C 0.28 0.66 -2.05
N -0.08 0.23 -0.18
O -0.15 0.16 0.27
S 0.48 1.78 0.48

---

# 14
Density functional theory data (wB97M-V/def2-TZVPD) for a single C3H3NOS molecule.

- Structure (SMILES): N#CC(=O)CS
- HOMO energy: -9.82 eV
- Orbital gap: 0.335 Ha
- M: 101.13 g mol⁻¹
- LUMO level: -0.71 eV

Each line ends with the Löwdin charge.
Positions of all 9 atoms, in Å:
C -1.830 0.228 -0.046  -0.128
C -0.555 -0.402 -0.138  -0.417
C 0.719 0.611 -0.024  -0.453
N -2.883 0.685 -0.172  0.203
O -0.477 -1.597 -0.268  0.095
S 2.254 -0.355 0.014  0.715
H 0.622 1.185 -0.834  0.030
H 0.451 1.125 0.807  0.038
H 1.697 -1.480 0.661  -0.082

Forces on atoms 1 to 6 (eV/Å):
C -2.13 0.83 -0.49
C 2.96 -0.35 0.01
C -1.28 -5.95 0.56
N 0.72 -0.14 0.33
O -0.09 0.65 0.14
S -0.77 -0.65 0.72

---

# 15
Density functional theory data (wB97M-V/def2-TZVPD) for a single C3H3NOS molecule.

- HOMO energy (spin up / spin down): -7.65 / -7.99 eV
- Orbital gap (spin up / spin down): 0.288 / 0.281 Ha
- M: 101.13 g mol⁻¹
- LUMO level (spin up / spin down): 0.17 / -0.33 eV

Each line ends with the Löwdin charge.
Positions of all 9 atoms, in Å:
C -0.421 -0.777 0.545  -0.227
C -0.794 0.532 0.496  0.025
C 0.609 -1.152 -0.382  -0.475
N 0.381 1.230 -0.510  -0.557
O 0.346 2.446 -0.719  -0.125
S 1.281 0.092 -1.306  1.069
H -0.912 -1.437 1.309  0.122
H -1.627 1.178 0.746  0.100
H 1.136 -2.111 -0.178  0.069

Forces on atoms 1 to 6 (eV/Å):
C 0.10 -0.26 -0.42
C 3.89 1.26 -3.27
C -0.54 -1.88 2.22
N -4.80 0.14 3.19
O 0.51 0.08 -0.60
S -0.17 -0.61 0.68

---

# 16
Density functional theory data (wB97M-V/def2-TZVPD) for a single C3H3NOS molecule.

- Structure (SMILES): N#C[C@H](O)C=S
- HOMO energy: -9.67 eV
- Orbital gap: 0.314 Ha
- M: 101.13 g mol⁻¹
- LUMO level: -1.12 eV

Each line ends with the Löwdin charge.
Positions of all 9 atoms, in Å:
C -0.774 -0.117 0.180  -0.520
C 0.685 -0.338 0.175  -0.676
C -1.013 1.271 -0.062  -0.161
H -0.673 -0.238 2.255  0.225
H -1.341 -0.702 -0.620  0.169
H 1.053 0.134 1.072  0.067
N -0.819 2.450 -0.132  0.178
O -1.406 -0.511 1.410  -0.085
S 1.535 -1.072 -0.926  0.801

Forces on atoms 1 to 6 (eV/Å):
C -3.00 -2.29 -0.71
C -0.28 0.17 0.40
C 1.62 6.87 -0.26
H -3.35 -1.13 -3.68
H 1.02 0.48 0.91
H 0.92 0.09 0.39

---

# 17
Density functional theory data (wB97M-V/def2-TZVPD) for a single C3H3NOS molecule.

- Structure (SMILES): S=c1[nH]cco1
- HOMO energy: -8.16 eV
- Orbital gap: 0.322 Ha
- M: 101.13 g mol⁻¹
- LUMO level: 0.59 eV

Each line ends with the Löwdin charge.
Positions of all 9 atoms, in Å:
C 0.891 0.260 -0.810  -0.890
C -0.736 -0.499 0.620  -0.055
C -0.661 0.818 0.682  -0.119
H 0.366 -1.857 -0.494  0.185
H -1.359 -1.204 1.078  0.108
H -1.142 1.536 1.292  0.123
N 0.231 -0.829 -0.332  0.066
O 0.272 1.241 -0.153  -0.004
S 2.137 0.535 -1.884  0.585

Forces on atoms 1 to 6 (eV/Å):
C 0.15 -0.68 -0.17
C 0.90 0.54 -0.98
C -0.96 -0.32 1.06
H 0.49 1.97 -0.42
H -0.56 -0.76 0.53
H -0.37 0.49 0.24

---

# 18
Density functional theory data (wB97M-V/def2-TZVPD) for a single C3H3NOS2 molecule.

- Structure (SMILES): S=c1[nH]cc(S)o1
- HOMO energy: -8.07 eV
- Orbital gap: 0.316 Ha
- M: 133.20 g mol⁻¹
- LUMO level: 0.54 eV

Each line ends with the Löwdin charge.
Positions of all 10 atoms, in Å:
C 0.892 -0.221 -0.119  -0.682
C 0.477 1.057 -0.057  -0.082
C -1.331 -0.371 -0.085  -0.895
H 2.075 -2.171 0.203  -0.091
H 0.950 2.027 0.113  0.131
H -1.572 1.694 0.218  0.149
N -0.933 0.972 -0.103  0.053
O -0.195 -1.076 -0.056  -0.042
S 2.489 -0.902 -0.062  0.841
S -2.853 -1.009 -0.052  0.618

Forces on atoms 1 to 6 (eV/Å):
C -0.02 0.55 0.82
C -0.92 -0.18 0.15
C -0.59 1.78 0.36
H 0.08 0.56 -0.07
H 0.07 -0.72 -0.37
H 0.22 -0.30 -0.37

---

# 19
Density functional theory data (wB97M-V/def2-TZVPD) for 2 unconnected molecules or ions with the total composition C3H3NS.

- HOMO energy: -8.88 eV
- Orbital gap: 0.271 Ha
- M: 85.13 g mol⁻¹
- LUMO level: -1.49 eV

Each line ends with the Löwdin charge.
Positions of all 8 atoms, in Å:
C 0.966 1.105 0.702  -0.349
C -0.072 0.975 -0.200  -0.722
C -0.480 -1.180 -0.214  0.090
N 1.748 0.934 1.538  0.177
S -0.770 1.992 -1.218  0.726
H -1.467 -1.389 -0.031  -0.018
H 0.146 -1.276 0.705  0.032
H -0.070 -1.159 -1.283  0.063

Forces on atoms 1 to 6 (eV/Å):
C 0.93 -0.42 1.33
C -2.35 -2.43 -1.66
C 4.14 4.46 -0.57
N -0.05 0.39 -0.33
S 0.43 -0.37 0.63
H -2.43 -0.19 -0.01

---

# 20
Density functional theory data (wB97M-V/def2-TZVPD) for 2 unconnected molecules or ions with the total composition C3H3NS2.

- HOMO energy (spin up / spin down): -6.95 / -9.63 eV
- Orbital gap (spin up / spin down): 0.196 / 0.345 Ha
- M: 117.20 g mol⁻¹
- LUMO level (spin up / spin down): -1.62 / -0.25 eV

Each line ends with the Löwdin charge.
Positions of all 9 atoms, in Å:
C 0.132 -0.200 -1.237  -0.339
C -0.134 0.493 -2.411  0.051
C -0.002 0.174 1.995  -1.218
N 0.471 -0.916 -0.400  0.064
S 0.274 1.685 1.653  0.632
S -0.009 -1.452 2.093  0.719
H 0.534 1.373 -2.501  0.062
H -1.258 0.584 -2.720  0.100
H -0.009 -1.741 3.528  -0.071

Forces on atoms 1 to 6 (eV/Å):
C -0.18 -0.04 -1.60
C -1.99 1.66 0.70
C 0.82 0.37 0.17
N 0.31 -0.69 0.48
S -0.55 -0.87 0.28
S -0.18 -0.24 1.66

---

F_max values, unit eV Å⁻¹, following the record order: 1.8; 2.8; 7.0; 6.0; 6.3; 4.7; 6.4; 7.8; 9.9; 4.6; 6.9; 10.0; 2.2; 6.1; 5.8; 7.1; 3.3; 1.9; 6.1; 2.7.
Relative energy (zero: lowest compared OMol25 entry of this formula, charge and spin) values, unit eV, following the record order: 0.000; 2.910; 2.729; 2.714; 7.492; 4.997; 2.190; 5.759; 5.160; 4.324; 2.973; 5.093; 1.166; 1.297; 4.159; 2.252; 0.388; 0.946; 2.776; 3.916.